Formula: C24H27N13OPt
Source: the OMol25 dataset
Level of theory: ωB97M-V/def2-TZVPD

As for the spin multiplicity: 3. The net charge is +2. As for the largest force on an atom: 0.96 eV Å⁻¹. The calculation puts the HOMO energy (spin up / spin down) at -12.6 / -12.6 eV. For the LUMO energy (spin up / spin down), the calculation gives -4.873 / -7.307 eV. Its orbital gap (spin up / spin down) is 7.77 / 5.33 eV.

Geometry (Å):
1 Pt -0.60378 1.02560 -2.22393
2 O 2.31336 -2.57735 2.11069
3 N -1.84745 5.29650 -2.20958
4 N 3.46699 0.42826 -3.25318
5 N -2.67605 1.09193 -2.35568
6 N 3.44390 -4.41450 2.47128
7 N 1.43642 0.67569 -2.39673
8 N -3.10554 3.39221 -2.21672
9 N 3.53531 0.51967 -1.91489
10 N -0.76283 3.24984 -2.36062
11 N 2.33952 -4.43578 3.26175
12 N -1.39873 0.63103 2.07442
13 N -4.85213 1.89123 -2.26541
14 N -0.64597 0.95572 0.07371
15 N -0.78959 1.82744 2.11276
16 C -1.38185 -1.29913 3.64573
17 C 2.32137 0.66853 -1.40111
18 C -0.12482 -1.68397 3.20817
19 C -1.31139 0.11046 0.85008
20 C 3.41259 -3.30845 1.79685
21 C 1.68271 -3.34119 3.03563
22 C 2.19570 0.52474 -3.52384
23 C 5.27736 -3.67197 0.20828
24 C 4.81180 0.36500 -1.21158
25 C -0.35720 2.00602 0.89321
26 C -2.10174 -2.15343 4.47421
27 C 4.99660 -1.05238 -0.71198
28 C 6.07577 -3.20121 -0.81919
29 C -3.52384 2.07707 -2.27991
30 C -1.56384 -3.37027 4.86593
31 C 4.20094 -1.51781 0.32299
32 C -1.98232 0.04344 3.27470
33 C -5.79449 3.01184 -2.22513
34 C 4.32248 -2.82847 0.77271
35 C 0.40263 -2.92119 3.57628
36 C -1.84391 3.94968 -2.26876
37 C -0.31505 -3.76575 4.41759
38 C -5.37322 0.52653 -2.28141
39 C 5.92944 -1.90233 -1.29075
40 H -5.03470 -0.03353 -1.40654
41 H 0.11117 -4.71814 4.70170
42 H 0.47269 -1.03556 2.57994
43 H 6.81195 -3.85234 -1.27030
44 H -6.80555 2.62345 -2.24805
45 H -5.69663 3.59028 -1.30228
46 H -1.69506 -0.85527 0.56373
47 H -3.08703 -1.86648 4.82324
48 H -2.69364 5.83907 -2.23124
49 H -0.98397 5.80764 -2.26998
50 H -6.45556 0.56253 -2.25537
51 H 5.59081 0.62947 -1.92050
52 H 5.37675 -4.68349 0.57806
53 H -3.05802 -0.06003 3.13216
54 H 0.08360 3.79757 -2.42220
55 H -3.85255 4.06232 -2.16075
56 H 4.82939 1.06993 -0.38145
57 H -2.13200 -4.02158 5.51588
58 H -5.68464 3.66186 -3.09672
59 H 1.80396 0.48028 -4.52605
60 H 6.54610 -1.55025 -2.10874
61 H 3.47619 -0.86858 0.80031
62 H 0.18832 2.88110 0.58256
63 H 2.09272 0.76460 -0.35377
64 H -1.81413 0.76758 4.07014
65 H -5.08351 -0.00413 -3.19096
66 H -3.11581 0.18848 -2.43937

Cartesian forces, eV/Å:
Pt -0.26 0.55 0.27
O -0.12 0.43 -0.14
N -0.04 -0.07 -0.01
N 0.11 -0.11 -0.18
N 0.42 -0.25 0.09
N 0.66 0.28 -0.63
N -0.17 0.18 0.16
N -0.06 0.09 0.09
N -0.35 0.17 0.14
N -0.04 -0.74 0.15
N -0.82 0.26 0.43
N 0.07 -0.22 -0.36
N -0.08 0.10 0.01
N -0.07 0.19 -0.63
N 0.05 0.19 0.12
C 0.06 0.00 -0.11
C 0.21 -0.04 -0.13
C 0.03 -0.05 0.02
C 0.04 0.06 0.17
C -0.23 -0.69 0.58
C 0.66 -0.67 -0.06
C 0.06 -0.03 0.07
C -0.03 0.02 0.05
C 0.25 -0.37 0.19
C 0.03 -0.15 0.03
C -0.06 0.06 -0.01
C -0.03 0.08 -0.10
C 0.04 -0.02 -0.02
C -0.03 -0.10 -0.12
C -0.02 -0.02 0.03
C 0.01 -0.10 0.02
C -0.05 -0.26 0.36
C 0.03 0.08 -0.01
C 0.00 0.29 -0.19
C -0.23 0.23 -0.01
C 0.13 0.17 -0.09
C 0.08 0.04 -0.04
C 0.03 -0.08 -0.01
C 0.00 0.06 0.00
H 0.01 0.01 -0.01
H -0.02 -0.01 -0.01
H -0.02 0.02 -0.01
H 0.00 0.00 0.02
H 0.00 -0.06 -0.01
H 0.01 -0.02 -0.02
H -0.02 0.00 0.05
H 0.00 -0.01 0.00
H 0.01 0.00 -0.02
H 0.01 0.00 -0.01
H -0.03 0.02 0.01
H -0.05 0.09 -0.04
H -0.01 -0.01 -0.02
H 0.00 0.06 -0.03
H 0.04 0.04 -0.02
H -0.03 0.03 0.06
H -0.06 0.07 -0.05
H 0.01 0.00 0.00
H 0.01 -0.02 0.01
H -0.05 0.03 0.02
H 0.01 -0.01 0.01
H 0.01 0.02 0.00
H -0.03 0.02 0.01
H 0.04 -0.01 0.00
H -0.01 0.08 -0.07
H 0.01 0.03 -0.01
H -0.11 0.04 -0.01

=====

Formula: C4H4OS
Source: the OMol25 dataset
Level of theory: ωB97M-V/def2-TZVPD

The calculation puts the energy above the lowest of the compared OMol25 structures with the same formula, charge and spin at 1.9480 eV. The net charge is 0. The SMILES is C=CC(=S)C=O. As for the largest force on an atom: 3.23 eV Å⁻¹. The calculation puts the HOMO energy at -9.4 eV. For the LUMO energy, the calculation gives -1.475 eV. Its orbital gap is 7.91 eV.

Geometry (Å):
1 S 2.31609 0.58263 0.15843
2 O 0.01499 -2.21399 0.27949
3 C -0.25587 1.03515 -0.10038
4 C -1.48671 0.71937 0.33274
5 C 0.82661 -1.43936 -0.24836
6 C 0.81663 0.03191 -0.16801
7 H 0.03800 2.08359 -0.35215
8 H 1.64440 -1.74495 -0.97433
9 H -1.62869 -0.35921 0.42869
10 H -2.28545 1.30486 0.64388

Cartesian forces, eV/Å:
S 0.26 -0.10 -0.25
O 2.11 1.88 -1.03
C -1.09 0.76 -0.26
C 2.04 -2.42 -0.65
C -2.14 -2.25 -0.61
C 0.81 1.80 0.91
H -0.07 -1.06 0.49
H -0.61 -0.30 1.00
H -0.27 0.21 0.30
H -1.04 1.47 0.09